# 1
DFT (wB97M-V/def2-TZVPD) results for a molecular structure, C4F4N4.

Its gap between HOMO and LUMO is 0.3825 Ha. Its charge is 0.

Last column: natural (NBO) charge in e.
Geometry (Å):
F (-2.66, 0.82, 0.69)  -0.155
F (2.00, 0.18, 1.02)  -0.173
F (2.33, 0.72, -1.12)  -0.132
F (-0.08, 1.95, -0.02)  -0.427
N (-1.82, -0.13, 1.12)  0.122
N (0.55, -2.45, 1.60)  -0.199
N (1.54, 0.02, -0.31)  0.312
N (-0.97, 0.22, -2.74)  -0.164
C (-0.66, -0.34, 0.67)  0.075
C (0.20, 0.30, -0.39)  0.315
C (0.03, -1.51, 1.19)  0.211
C (-0.47, 0.23, -1.71)  0.214

***

# 2
DFT (wB97M-V/def2-TZVPD) results for 2 unconnected molecules or ions with the total composition C4H10.

Its gap between HOMO and LUMO is 0.3843 Ha. Its charge is 0.

Last column: natural (NBO) charge in e.
Geometry (Å):
C (1.75, -0.58, -0.06)  -0.870
C (-1.32, -0.74, 0.26)  -0.662
C (-0.69, 1.55, -0.53)  -0.432
C (-0.71, 0.62, 0.42)  -0.153
H (-1.07, 1.33, -1.53)  0.190
H (-1.30, -1.08, -0.78)  0.216
H (1.52, -0.95, 0.95)  0.203
H (1.03, 0.18, -0.38)  0.239
H (-0.23, 0.82, 1.38)  0.200
H (-0.84, -1.51, 0.88)  0.219
H (1.70, -1.40, -0.76)  0.209
H (-2.36, -0.67, 0.58)  0.228
H (-0.22, 2.52, -0.38)  0.202
H (2.72, -0.09, -0.05)  0.211

***

# 3
DFT (wB97M-V/def2-TZVPD) results for 2 unconnected molecules or ions with the total composition C4H10.

Its gap between HOMO and LUMO (spin up / spin down) is 0.3041 / 0.1838 Ha. Its charge is +1. The spin multiplicity is 2.

Last column: natural (NBO) charge in e.
Geometry (Å):
C (1.89, 1.04, 0.17)  -0.023
C (-1.67, -0.83, 0.36)  -0.613
C (2.55, -0.17, 0.27)  -0.015
C (-1.80, 0.25, -0.72)  -0.601
H (-1.31, -1.75, -0.10)  0.207
H (1.78, 1.44, -0.83)  0.265
H (3.18, -0.52, 1.09)  0.256
H (-2.14, 1.19, -0.29)  0.217
H (-0.82, 0.40, -1.20)  0.160
H (-2.38, -0.11, -1.56)  0.231
H (2.41, -1.01, -0.42)  0.251
H (-0.97, -0.61, 1.18)  0.175
H (-2.58, -0.95, 0.95)  0.231
H (1.85, 1.63, 1.09)  0.257

***

no.,total energy (eV)
1,-20968.4489
2,-4308.8561
3,-4298.6182